Computed, not measured: one molecule with the formula C5H6BrN3O2 at a distorted geometry, with ωB97M-V with the def2-TZVPD basis set.

Properties
Largest force on an atom: 5.04 eV/Å
Lowest unoccupied orbital energy: -0.08 eV
E_HOMO: -0.359 Eh
Gap between HOMO and LUMO: 9.69 eV
Structure (SMILES): N[C@@](Br)([C@@H]1C=CC=N1)[N+](=O)[O-]
Relative energy (zero: lowest compared OMol25 entry of this formula, charge and spin): 5.359 eV

Atoms and positions in Å:
H: 1.83473 1.47752 -2.45948
C: 1.96642 0.76467 -0.36688
C: -0.03637 0.96573 -1.40924
H: -0.69019 0.95837 0.68756
C: 1.24339 1.25981 -1.55151
H: -0.98964 1.10969 -1.93470
N: 1.19528 0.14649 0.61272
N: -1.43784 -1.27427 1.63533
N: -1.05849 -1.97970 -0.62788
H: -0.62447 -1.86138 1.90164
H: 3.01418 0.95362 -0.10985
C: -0.12026 0.31159 0.01548
C: -1.44166 -0.72446 0.31247
H: -2.27845 -1.11313 2.18069
O: -1.12705 -3.03281 -0.07231
Br: -3.10611 0.18053 0.05451
O: -0.54480 -1.77692 -1.72734

Atomic partial charges in e from the Mulliken method, atoms 1 to 6: number 1, H, carries 0.34; number 2, C, carries -0.20; number 3, C, carries -0.12; number 4, H, carries 0.32; number 5, C, carries -0.56; number 6, H, carries 0.35

Computed, not measured: one molecule with the formula C5H6Cl2N2 at a distorted geometry, with ωB97M-V with the def2-TZVPD basis set.

Properties
Largest force on an atom: 3.64 eV/Å
Lowest unoccupied orbital energy: -0.73 eV
E_HOMO: -0.309 Eh
Gap between HOMO and LUMO: 7.67 eV
Relative energy (zero: lowest compared OMol25 entry of this formula, charge and spin): 4.005 eV

Atoms and positions in Å:
Cl: -2.28622 -0.72451 1.82728
H: 4.01401 -0.70556 0.92394
H: 2.49611 1.01723 0.90148
C: -1.59309 -0.34116 0.00772
N: 3.05757 -2.22265 0.19665
C: 2.10929 -0.00169 0.60586
C: 3.10800 -0.99873 0.52421
H: -2.03510 0.75353 -1.50622
C: -2.40565 0.75374 -0.49287
N: 0.88006 -0.06810 0.25338
H: -2.23944 1.84103 -0.06524
H: 2.07949 -2.63303 0.25243
H: -3.52570 0.51963 -0.53075
Cl: -1.85464 -1.86202 -0.91794
C: -0.23342 -0.07192 -0.16880

Atomic partial charges in e from the Mulliken method, atoms 1 to 6: number 1, Cl, carries -0.25; number 2, H, carries 0.38; number 3, H, carries 0.26; number 4, C, carries 0.59; number 5, N, carries -0.63; number 6, C, carries -0.04

Computed, not measured: one molecule with the formula C5H6Cl2O3S2 at a distorted geometry, with ωB97M-V with the def2-TZVPD basis set.

Properties
Largest force on an atom: 4.52 eV/Å
Lowest unoccupied orbital energy: 0.19 eV
E_HOMO: -0.324 Eh
Gap between HOMO and LUMO: 9.00 eV
Structure (SMILES): CO[C@]1(Cl)SS[C@@](Cl)(OC)C1=O
Relative energy (zero: lowest compared OMol25 entry of this formula, charge and spin): 0.000 eV

Atoms and positions in Å:
S: -0.89243 1.07723 0.22717
C: 2.64179 -1.10736 1.92762
Cl: 2.46747 -1.44706 -1.29568
O: -1.95407 -1.09575 -1.11892
O: 0.27693 -2.39815 0.78975
Cl: -2.46392 -0.94971 1.51899
H: -3.88076 -0.49520 -0.73346
S: 0.84190 1.06804 -1.00036
C: -1.46625 -0.65944 0.04235
H: -3.01465 0.32658 -2.20117
C: -3.18541 -0.56288 -1.55398
H: -3.49834 -1.36317 -2.32207
H: 2.93314 -2.05270 1.35250
H: 1.70770 -1.29722 2.43569
C: 0.18942 -1.38945 0.18042
O: 2.41413 -0.06729 0.92599
H: 3.41852 -0.82517 2.67782
C: 1.71096 -0.34790 -0.14840

Atomic partial charges in e from the Mulliken method, atoms 1 to 6: number 1, S, carries -0.10; number 2, C, carries -0.57; number 3, Cl, carries -0.14; number 4, O, carries -0.24; number 5, O, carries -0.37; number 6, Cl, carries -0.15

Computed, not measured: C5H6Cl2O4RuSV as an isolated structure at a distorted geometry, with ωB97M-V with the def2-TZVPD basis set.

Properties
Largest force on an atom: 12.59 eV/Å
Lowest unoccupied orbital energy (alpha / beta): -18.57 / -21.88 eV
E_HOMO (alpha / beta): -0.938 / -0.972 Eh
Gap between HOMO and LUMO (alpha / beta): 6.94 / 4.58 eV
Spin multiplicity: 8
Charge: +4
Relative energy (zero: lowest compared OMol25 entry of this formula, charge and spin): 4.439 eV
⟨S²⟩: 15.813

Atoms and positions in Å:
O: 4.56879 5.08327 -0.62369
H: 2.38273 -2.88158 -2.43517
C: 1.07592 5.71987 -0.26821
O: -0.55329 1.02575 1.04020
C: 3.47770 4.69763 -0.75635
C: 2.06243 -3.05915 -1.40302
H: -0.62470 -2.85101 -1.27035
C: -0.32988 -1.80848 -1.39666
H: 2.92537 -3.28300 -0.78180
S: 1.30958 -1.60200 -0.69258
V: 1.95716 2.03262 -0.29753
O: 0.64648 6.76655 0.05879
H: -0.35415 -1.48343 -2.44324
Ru: 1.72626 4.12971 -1.01277
H: -1.00195 -1.19129 -0.80814
H: 1.36754 -3.89819 -1.29005
C: 0.39579 1.52028 0.54913
O: 1.93271 -0.43158 -1.42362
Cl: 0.82445 2.45844 -2.28497
Cl: 3.35297 1.59418 1.24187

Atomic partial charges in e from the Mulliken method, atoms 1 to 6: number 1, O, carries 0.04; number 2, H, carries 0.39; number 3, C, carries 0.34; number 4, O, carries 0.00; number 5, C, carries 0.42; number 6, C, carries -0.93

> The highest largest force on an atom belongs to which entry?

C5H6Cl2O4RuSV

> Look up the largest force on an atom of the fourth one.

12.59 eV/Å